Computed, not measured: a single C4H9NO2 molecule, with wB97M-V/def2-TZVPD.

XYZ file:
```
16
Properties=species:S:1:pos:R:3:forces:R:3:nbo_charge:R:1
C -1.954193 -0.167078 -0.750882 -0.053 -0.051 0.021 -0.6309
C -0.540900 0.206087 -0.300482 0.129 -0.242 -0.139 0.0575
O -0.544152 1.432421 0.396591 -0.111 0.229 -0.123 -0.7081
C -0.004410 -0.898678 0.610180 -0.541 -0.274 -0.117 -0.1862
C 1.617714 -0.137219 1.055893 0.661 0.006 -0.108 0.3781
O 1.659941 -1.427971 0.866341 -0.241 0.349 0.050 -0.5618
N 2.506947 0.548551 0.311988 -0.131 -0.013 0.078 -0.8352
H -2.618527 -0.237442 0.116909 0.074 0.001 -0.118 0.2167
H -1.967639 -1.120870 -1.288265 0.025 0.135 0.076 0.2173
H -2.349864 0.601311 -1.426805 0.069 -0.121 0.121 0.2109
H 0.115357 0.259452 -1.183792 -0.074 0.031 0.123 0.1674
H -0.991223 2.079908 -0.161681 0.054 -0.034 0.119 0.4667
H -0.482156 -0.903420 1.586103 0.169 0.021 -0.129 0.2351
H -0.171106 -1.843609 0.075591 0.071 0.127 0.050 0.1985
H 3.158928 0.056917 -0.293244 -0.061 0.024 0.053 0.3752
H 2.565276 1.551634 0.385560 -0.040 -0.188 0.043 0.3987
```
Forces are in eV/Å.

## Properties
- Frontier orbital gap: 0.31039 hartree
- Charge: 0
- Energy above the lowest of the compared OMol25 structures with the same formula, charge and spin: 113.9 kcal per mole



Computed, not measured: a single C2H4N6 molecule at a distorted geometry, with wB97M-V/def2-TZVPD.

XYZ file:
```
12
Properties=species:S:1:pos:R:3:forces:R:3:nbo_charge:R:1
H 0.849608 1.314299 -2.488124 -0.011 -1.223 0.212 0.3469
N 1.010085 0.289097 -2.344001 -0.351 -0.725 1.876 -0.6597
C 0.531732 -0.009325 -1.163903 1.189 0.706 -2.284 0.4357
N 0.703600 -1.401976 -0.615216 1.352 2.030 -6.390 -0.1226
N 0.421207 -1.647946 0.480879 -1.227 -0.416 4.646 0.0578
N -0.171270 -0.593733 1.275196 0.479 -3.085 4.301 -0.5338
C -0.635700 0.535389 0.759308 1.979 3.247 -1.547 0.5921
N -1.395287 1.437022 1.491617 -0.955 -4.020 4.098 -0.7999
N -0.086319 0.943457 -0.430083 -3.007 -0.718 3.115 -0.5947
H 0.021215 -0.959078 2.310840 -1.417 1.871 -3.011 0.4344
H -1.697518 2.281622 1.061363 -0.252 0.353 -0.244 0.4249
H -1.923609 1.025334 2.534749 2.220 1.980 -4.773 0.4191
```
Forces are in eV/Å.

## Properties
- Frontier orbital gap: 0.31978 hartree
- Charge: 0
- Energy above the lowest of the compared OMol25 structures with the same formula, charge and spin: 54.1 kcal per mole



Computed, not measured: a single C4H9N molecule at a distorted geometry, with wB97M-V/def2-TZVPD.

XYZ file:
```
14
Properties=species:S:1:pos:R:3:forces:R:3:nbo_charge:R:1
C 0.340095 -1.929314 -0.323708 0.091 -0.144 -0.226 -0.6176
C 0.203491 -0.579513 0.300781 -2.179 0.829 0.285 -0.0886
C 1.086038 0.549341 0.011338 0.459 0.329 -0.027 -0.2659
N -0.256318 0.570376 -0.540854 0.431 -0.072 -0.512 -0.4071
C -1.137967 1.561543 0.078763 -0.044 -0.152 -0.048 -0.4230
H 1.064313 -2.541919 0.224526 -0.077 0.098 -0.062 0.2135
H -0.609199 -2.473225 -0.350808 0.086 0.148 0.021 0.2149
H 0.693457 -1.808545 -1.350234 0.006 -0.093 0.042 0.2192
H -0.452987 -0.490111 1.171596 0.929 -0.562 0.504 0.1918
H 1.866132 0.392442 -0.728633 0.042 0.049 0.147 0.2021
H 1.331674 1.253607 0.801278 -0.010 -0.009 -0.031 0.1927
H -1.000774 1.690616 1.169236 0.109 -0.162 -0.197 0.1641
H -0.952529 2.532673 -0.398263 -0.015 -0.219 0.105 0.2034
H -2.186465 1.299913 -0.099391 0.174 -0.040 -0.002 0.2004
```
Forces are in eV/Å.

## Properties
- Frontier orbital gap: 0.37658 hartree
- Charge: 0
- Energy above the lowest of the compared OMol25 structures with the same formula, charge and spin: 27.8 kcal per mole



| no. | LUMO level (hartree) |
| --- | --- |
| 1 | 0.028 |
| 2 | 0.005 |
| 3 | 0.047 |